# 1
# C44H39BrF5N4O2P2TeTi

C44H39BrF5N4O2P2TeTi as an isolated structure at a distorted geometry (the ωB97M-V functional and the def2-TZVPD basis, the Open Molecules 2025 dataset).

Cartesian coordinates (Å):
Ti1 -1.49807 1.88410 -0.37985
N1 -0.47769 -1.25407 1.89903
P1 -1.73359 -0.48196 0.98926
C1 -3.03585 -0.69360 2.26058
C2 -2.74598 -0.29472 3.56707
C3 -3.69852 -0.44160 4.56751
C4 -4.94573 -0.97578 4.27130
C5 -5.24953 -1.34388 2.96661
C6 -4.30209 -1.19823 1.96318
C7 -2.09424 -1.83395 -0.21556
C8 -2.42479 -3.12281 0.20474
C9 -2.56699 -4.15171 -0.71410
C10 -2.38339 -3.90349 -2.07015
C11 -2.04232 -2.63090 -2.49817
C12 -1.88684 -1.60505 -1.57454
P2 1.19201 -1.33157 1.46503
C13 1.20333 -2.90736 0.48633
C14 1.27242 -2.80031 -0.90132
C15 1.20170 -3.93096 -1.70933
C16 1.05024 -5.18372 -1.13473
C17 0.95251 -5.30314 0.24778
C18 1.02478 -4.17362 1.05059
C19 1.86723 -1.94211 3.05890
C20 3.03076 -2.71834 3.08053
C21 3.65433 -3.02780 4.28162
C22 3.13807 -2.54717 5.47966
C23 1.99738 -1.75753 5.46787
C24 1.36666 -1.45091 4.26710
H1 -0.79915 -2.13979 2.27038
H2 -1.78145 0.15131 3.78327
H3 -3.46635 -0.13106 5.57915
H4 -5.68601 -1.09897 5.05342
H5 -6.22792 -1.74586 2.72806
H6 -4.54680 -1.47484 0.94527
H7 -2.57893 -3.32390 1.26062
H8 -2.81529 -5.15021 -0.37124
H9 -2.49646 -4.70740 -2.78907
H10 -1.88482 -2.43587 -3.55399
H11 -1.58200 -0.62337 -1.90897
H12 1.35746 -1.81659 -1.34761
H13 1.26235 -3.83141 -2.78774
H14 0.99875 -6.06790 -1.76052
H15 0.81661 -6.28005 0.69937
H16 0.94610 -4.27662 2.12780
H17 3.44709 -3.08770 2.14874
H18 4.54964 -3.63922 4.28232
H19 3.63475 -2.77645 6.41510
H20 1.60081 -1.36256 6.39650
H21 0.49380 -0.80901 4.25443
N2 2.05150 4.16167 -1.41546
C25 1.19633 2.20811 -0.04415
O1 0.32253 1.25795 -0.29195
C26 1.35644 2.68096 1.24234
C27 2.12512 3.83844 1.59607
N3 2.71938 4.76609 1.93303
C28 0.71773 2.05134 2.36310
N4 0.27700 1.53069 3.29079
H22 1.16549 4.49809 -1.77035
H23 2.24414 4.65116 -0.55548
Br1 -8.11352 0.76478 -1.55126
C29 -6.24330 0.92467 -1.22850
C30 -5.35512 0.76136 -2.27689
C31 -3.99396 0.87301 -2.02258
C32 -3.47486 1.13491 -0.74984
C33 -4.42300 1.30613 0.26371
C34 -5.79112 1.20100 0.04517
H24 -5.71451 0.55528 -3.27618
H25 -3.32773 0.72161 -2.86155
H26 -4.09693 1.57219 1.25915
H27 -6.49172 1.34422 0.85823
C35 4.41336 2.72354 -0.31963
C36 3.45909 2.12225 -1.35253
C37 3.43194 0.60705 -1.12436
C38 2.00662 2.71475 -1.25151
C39 3.92062 2.41863 -2.78282
C40 4.87476 3.38837 -3.07574
C41 5.25386 3.65373 -4.38759
C42 4.68368 2.95328 -5.43993
C43 3.72928 1.98265 -5.16450
C44 3.35584 1.72335 -3.85284
H28 4.13054 2.41076 0.68447
H29 4.42084 3.81328 -0.34339
H30 5.42862 2.36128 -0.50755
H31 3.27037 0.38505 -0.06841
H32 4.38471 0.16559 -1.42732
H33 2.63588 0.12153 -1.69074
H34 1.46618 2.31651 -2.10742
H35 5.33100 3.96176 -2.27864
H36 5.99457 4.42160 -4.58190
H37 4.96776 3.16916 -6.46373
H38 3.26295 1.43125 -5.97256
H39 2.59488 0.97113 -3.67043
F1 -0.31077 3.93139 -3.53402
Te1 -1.98447 3.62745 -2.64681
F2 -1.92131 2.54562 1.19643
F3 -1.75849 5.51050 -2.37115
F4 -0.83867 3.83156 -0.83380
F5 -3.16609 3.75893 -1.03746
O2 -1.29543 1.92400 -2.20374

ΔE to the lowest compared entry with this formula, charge and spin = 38.6 kcal/mol
net charge = -1
HOMO = -6.3 eV



# 2
# C44H40BiBrI2N4O3STe

C44H40BiBrI2N4O3STe as an isolated structure (the ωB97M-V functional and the def2-TZVPD basis, the Open Molecules 2025 dataset).

Cartesian coordinates (Å):
Bi1 0.45914 0.89565 -0.09250
I1 -0.97201 -0.50907 -2.75711
C1 -1.21687 1.44139 -3.49678
C2 -1.98170 1.54561 -4.62633
C3 -2.22427 2.79366 -5.23256
C4 -1.69610 3.91379 -4.67469
C5 -0.90280 3.84068 -3.50181
C6 -0.42217 5.04958 -2.94232
C7 0.29390 5.03368 -1.78932
C8 0.58059 3.79886 -1.17445
C9 0.18608 2.58868 -1.68312
C10 -0.62118 2.58987 -2.87545
H1 -2.41713 0.65280 -5.05593
H2 -2.83298 2.84971 -6.12696
H3 -1.88894 4.89210 -5.10033
H4 -0.67166 5.98177 -3.43670
H5 0.62845 5.95310 -1.32477
H6 1.09605 3.82738 -0.22454
C11 3.21375 -2.00938 2.76486
C12 2.64420 -1.57415 1.42827
O1 1.43909 -1.42377 1.34310
C13 3.56832 -1.38698 0.28959
C14 4.90034 -1.80577 0.42142
C15 5.80374 -1.73461 -0.61572
C16 5.36122 -1.24107 -1.84657
C17 4.06788 -0.81653 -2.01129
C18 3.12889 -0.84491 -0.94989
O2 1.93105 -0.39267 -1.17732
H7 2.41291 -1.94302 3.49754
H8 4.04957 -1.37877 3.07288
H9 3.56297 -3.04242 2.70738
H10 5.23023 -2.20656 1.37017
H11 6.82596 -2.06294 -0.48179
H12 6.05055 -1.18209 -2.68208
H13 3.71331 -0.43180 -2.95931
Te1 0.00384 -3.52048 -1.17071
C19 -0.86953 -5.04722 -2.31996
C20 -0.44660 -6.34273 -2.48275
C21 -1.15159 -7.05173 -3.49447
C22 -2.10118 -6.28684 -4.10490
S1 -2.12482 -4.71077 -3.43815
H14 0.34248 -6.76934 -1.88030
H15 -0.96072 -8.08519 -3.75331
H16 -2.76522 -6.56743 -4.90710
N1 -3.18912 1.70072 -0.06360
C23 -2.47529 2.64656 0.62908
O3 -1.25878 2.46499 0.84975
C24 -3.14679 3.84038 1.02368
C25 -2.40656 4.90935 1.57376
N2 -1.82270 5.80595 2.01109
C26 -4.53401 3.97809 0.83308
N3 -5.67293 4.06654 0.63981
H17 -4.19064 1.79321 -0.11127
H18 -2.83087 0.75931 -0.05938
Br1 -4.82324 -5.23655 2.36657
C27 -3.69590 -4.44814 3.70995
C28 -4.24210 -4.31400 4.97847
C29 -3.46090 -3.78078 5.98963
C30 -2.15381 -3.39593 5.71590
C31 -1.64908 -3.52855 4.43347
C32 -2.41184 -4.06084 3.39004
I2 -1.51098 -3.91692 1.44538
H19 -5.26257 -4.61839 5.16546
H20 -3.87216 -3.66750 6.98498
H21 -1.53645 -2.97234 6.49858
H22 -0.63867 -3.19788 4.22460
C33 2.01694 3.75614 5.91736
C34 1.42008 2.81677 4.90091
C35 0.36843 1.98574 5.23773
C36 -0.13915 1.10800 4.28208
C37 -1.30886 0.21532 4.59540
C38 0.42260 1.07507 3.02118
C39 1.43960 1.96209 2.60393
C40 1.94025 2.80696 3.60982
N4 1.88948 1.94325 1.27874
C41 3.18954 2.58350 0.96746
C42 3.56483 2.34992 -0.49738
C43 4.31359 1.91807 1.78628
C44 3.17650 4.12937 1.18096
H23 1.56041 3.61505 6.89797
H24 1.86664 4.79772 5.62467
H25 3.09333 3.59683 6.01839
H26 -0.05592 2.01294 6.23612
H27 -1.31998 -0.07970 5.64675
H28 -1.29738 -0.68934 3.98696
H29 -2.24685 0.73685 4.38860
H30 0.05077 0.30769 2.35957
H31 2.74146 3.49511 3.40666
H32 3.55330 1.29599 -0.74751
H33 4.58415 2.71048 -0.65615
H34 2.91101 2.87497 -1.18941
H35 4.41084 0.87284 1.48358
H36 4.12492 1.94568 2.85800
H37 5.26423 2.41989 1.58740
H38 2.20349 4.48474 1.51593
H39 3.41348 4.64215 0.24635
H40 3.91664 4.44635 1.91951

ΔE to the lowest compared entry with this formula, charge and spin = 10.0 kcal/mol
net charge = -2
HOMO = -2.0 eV



# 3
# C44H41Cl2MnNO4PS

C44H41Cl2MnNO4PS as an isolated structure (the ωB97M-V functional and the def2-TZVPD basis, the Open Molecules 2025 dataset).

Cartesian coordinates (Å):
Mn1 -0.07602 -1.08058 -0.70258
Cl1 1.17842 2.65121 0.48568
C1 0.01764 3.80487 -0.06867
C2 0.29585 5.15120 0.15370
C3 -0.61462 6.11539 -0.23105
C4 -1.81149 5.73711 -0.82858
C5 -2.07137 4.39796 -1.04518
C6 -1.15923 3.39875 -0.68855
P1 -1.61747 1.62731 -0.98832
C7 -3.12408 1.63159 0.05277
C8 -4.41519 1.86826 -0.39800
C9 -5.47670 1.87787 0.49718
C10 -5.25560 1.65766 1.84647
C11 -3.96400 1.42819 2.30643
C12 -2.90514 1.41294 1.41460
C13 -2.21898 1.73817 -2.71542
C14 -1.68617 2.63405 -3.64041
C15 -2.07389 2.58692 -4.97234
C16 -2.99984 1.64651 -5.39833
C17 -3.52674 0.74178 -4.48703
C18 -3.13118 0.77800 -3.15888
H1 1.22635 5.41999 0.63457
H2 -0.39537 7.16100 -0.05558
H3 -2.53924 6.48323 -1.12037
H4 -3.00697 4.10561 -1.50615
H5 -4.60862 2.01280 -1.45337
H6 -6.48263 2.02951 0.12728
H7 -6.08776 1.64884 2.53938
H8 -3.78434 1.24239 3.35807
H9 -1.90208 1.20536 1.76969
H10 -0.95501 3.36891 -3.32844
H11 -1.64538 3.28829 -5.67772
H12 -3.30339 1.61362 -6.43734
H13 -4.24326 -0.00470 -4.80550
H14 -3.52789 0.05579 -2.45988
C19 2.63846 -0.58459 -3.48130
C20 2.83995 0.82414 -2.91666
C21 1.53488 1.62250 -2.94364
C22 3.51106 0.80719 -1.55547
C23 4.75870 1.40198 -1.41899
C24 5.45361 1.39047 -0.21917
C25 4.88427 0.73920 0.86483
C26 3.63826 0.13139 0.78472
C27 3.11731 -0.62872 1.98979
C28 1.80224 -0.10336 2.57069
C29 3.02740 -2.12533 1.68033
C30 2.91321 0.18453 -0.43290
O1 1.69589 -0.29929 -0.50316
H15 2.20320 -0.53687 -4.48304
H16 1.97654 -1.17716 -2.85062
H17 3.59195 -1.11264 -3.54710
H18 3.53989 1.33607 -3.58692
H19 0.79385 1.16741 -2.28517
H20 1.12219 1.65167 -3.95571
H21 1.69523 2.64802 -2.60280
H22 5.19651 1.88501 -2.28754
H23 6.42268 1.86597 -0.13493
H24 5.42071 0.69565 1.80806
H25 3.87466 -0.50345 2.77187
H26 0.96003 -0.28983 1.90567
H27 1.85556 0.97155 2.75409
H28 1.59507 -0.59828 3.52353
H29 2.38126 -2.28835 0.81870
H30 2.61891 -2.67929 2.53009
H31 4.01259 -2.53196 1.44364
Cl2 -2.72090 -6.84224 2.19407
C31 -1.89571 -5.77312 1.07513
C32 -0.61060 -5.34268 1.35928
C33 0.03096 -4.48699 0.47881
C34 -0.57954 -4.03140 -0.70067
C35 0.07398 -3.05593 -1.59783
C36 -1.87195 -4.51060 -0.95586
C37 -2.53090 -5.36306 -0.08323
H32 -0.11668 -5.67386 2.26406
H33 1.03392 -4.15502 0.71586
H34 -0.34067 -3.10770 -2.60635
H35 1.15457 -3.22365 -1.65446
H36 -2.38994 -4.18398 -1.84786
H37 -3.53868 -5.69211 -0.30270
O2 -1.44770 -1.31638 0.86801
C38 -2.60075 -1.69149 0.53383
N1 -3.13214 -1.51952 -0.66324
S1 -4.65816 -2.09007 -0.72614
O3 -4.76917 -3.21468 -1.61810
O4 -5.59102 -1.01196 -0.93814
C39 -4.71993 -2.65248 0.95654
C40 -5.71470 -3.30946 1.64968
C41 -5.43812 -3.67290 2.96321
C42 -4.20440 -3.38704 3.54300
C43 -3.21505 -2.72660 2.82587
C44 -3.49767 -2.36319 1.52316
H38 -6.66516 -3.54067 1.18741
H39 -6.18739 -4.19997 3.54020
H40 -4.01078 -3.70263 4.56010
H41 -2.24210 -2.51357 3.24897

ΔE to the lowest compared entry with this formula, charge and spin = 0.8 kcal/mol
net charge = -1
HOMO (alpha / beta) = -4.2 / -4.8 eV
spin multiplicity = 6



# 4
# C44H41IMnN3OP2S

C44H41IMnN3OP2S as an isolated structure (the ωB97M-V functional and the def2-TZVPD basis, the Open Molecules 2025 dataset).

Cartesian coordinates (Å):
Mn1 0.70524 -0.55747 -0.20674
N1 -1.76456 1.84200 0.31707
P1 -0.57096 1.58220 1.52009
C1 0.78061 2.73646 1.06828
C2 0.50458 4.07889 0.81790
C3 1.51559 4.95684 0.46015
C4 2.82070 4.49522 0.33913
C5 3.10443 3.16064 0.58898
C6 2.09181 2.28790 0.96454
C7 -1.25480 2.40237 3.01291
C8 -0.64489 2.09594 4.22843
C9 -1.07060 2.70325 5.39906
C10 -2.11227 3.62318 5.36960
C11 -2.73449 3.92528 4.16744
C12 -2.30812 3.31124 2.99537
P2 -0.97849 1.41054 -1.23688
C13 -2.26010 2.25574 -2.32762
C14 -1.83624 3.26249 -3.18762
C15 -2.72797 3.88582 -4.05497
C16 -4.06070 3.50253 -4.06934
C17 -4.49743 2.48809 -3.22217
C18 -3.60134 1.86911 -2.36423
C19 -1.25251 -0.32744 -1.38541
C20 -2.38051 -1.04125 -0.88707
C21 -2.73077 -2.27284 -1.34005
C22 -1.88732 -2.90377 -2.34165
C23 -0.82771 -2.29525 -2.88881
C24 -0.46800 -0.85382 -2.60192
H1 -2.15345 2.77835 0.24552
H2 -0.51407 4.44607 0.89112
H3 1.28434 5.99720 0.26258
H4 3.61143 5.17385 0.04147
H5 4.11590 2.78780 0.48455
H6 2.30351 1.24361 1.15323
H7 0.15473 1.36449 4.23535
H8 -0.59354 2.45069 6.33805
H9 -2.44461 4.09780 6.28576
H10 -3.55562 4.63162 4.13948
H11 -2.82131 3.53417 2.06805
H12 -0.78884 3.54662 -3.17778
H13 -2.37955 4.66430 -4.72421
H14 -4.75843 3.98344 -4.74595
H15 -5.53550 2.17538 -3.24197
H16 -3.92909 1.05799 -1.72337
H17 -2.94007 -0.58715 -0.07306
H18 -3.55085 -2.82229 -0.89318
H19 -2.10161 -3.93546 -2.62077
H20 -0.19521 -2.82424 -3.59674
H21 -0.70500 -0.27255 -3.51758
C25 1.07222 -5.05892 -0.77887
S1 0.55978 -4.10165 0.65367
C26 -1.00756 -4.93866 0.92391
O1 0.16065 -2.77377 0.12674
H22 1.35774 -6.05829 -0.44841
H23 1.93460 -4.53651 -1.18800
H24 0.26656 -5.08391 -1.51087
H25 -0.83644 -6.00303 1.08987
H26 -1.62129 -4.75621 0.04118
H27 -1.46929 -4.47922 1.79609
I1 4.31887 -2.27549 4.19765
C27 3.80152 -2.29955 2.14441
C28 4.35030 -3.30067 1.31762
C29 4.04986 -3.11277 -0.06350
C30 3.21638 -2.11525 -0.47452
N2 2.60248 -1.21180 0.36965
C31 2.99896 -1.29867 1.68525
H28 4.92094 -4.13238 1.69786
H29 4.48953 -3.76032 -0.81559
H30 2.98464 -1.98986 -1.52496
H31 2.60140 -0.54614 2.35452
N3 0.93070 -0.63301 -2.22622
C32 1.83658 -0.33267 -3.16840
C33 3.10563 0.19025 -2.78738
C34 4.06307 0.51860 -3.71896
C35 3.83818 0.36174 -5.09032
C36 2.60868 -0.14771 -5.48669
C37 1.63057 -0.49471 -4.56789
H32 3.28743 0.33291 -1.72807
H33 5.01246 0.91689 -3.37337
H34 4.59599 0.62818 -5.81742
H35 2.40328 -0.29039 -6.54440
H36 0.69976 -0.91481 -4.92440
C38 -0.01383 0.04250 1.68101
C39 -0.75289 -0.87008 2.54769
C40 -0.08925 -1.97704 3.12835
C41 -0.72310 -2.85581 3.98526
C42 -2.07195 -2.69980 4.30581
C43 -2.75906 -1.63960 3.73054
C44 -2.12194 -0.75833 2.86787
H37 0.95908 -2.11964 2.89677
H38 -0.15323 -3.67467 4.41495
H39 -2.56970 -3.38831 4.97904
H40 -3.81566 -1.50185 3.93951
H41 -2.70895 0.02484 2.39803

net charge = -2
HOMO (alpha / beta) = 0.6 / -0.4 eV
spin multiplicity = 5



# 5
# C44H41N2Si

A 2-piece molecular cluster, C44H41N2Si overall at a distorted geometry (the ωB97M-V functional and the def2-TZVPD basis, the Open Molecules 2025 dataset).

Cartesian coordinates (Å):
C1 -1.09111 2.16432 -4.25061
C2 -0.39568 2.69858 -3.16174
C3 0.55192 1.92287 -2.48262
C4 0.79589 0.59560 -2.87755
Si1 2.08976 -0.42969 -2.01724
C5 2.60981 -1.81254 -3.15266
C6 3.77435 -1.69063 -3.92506
C7 4.14543 -2.71017 -4.81034
C8 3.36871 -3.86785 -4.91833
C9 2.21224 -4.00158 -4.14245
C10 1.82692 -2.97328 -3.27274
C11 3.53787 0.68230 -1.63992
C12 4.03970 1.50624 -2.66286
C13 5.11481 2.36840 -2.41444
C14 5.68206 2.43283 -1.13719
C15 5.18048 1.62100 -0.11371
C16 4.12745 0.73323 -0.36808
C17 1.55534 -1.16587 -0.34580
C18 2.34119 -2.42724 0.06548
C19 1.30843 -3.47485 0.49243
C20 -0.07633 -2.81281 0.42374
N1 0.14699 -1.51166 -0.19409
C21 -0.79550 -0.54225 -0.20400
C22 -1.97476 -0.56761 0.51422
C23 -3.20014 -0.01356 -0.01969
C24 -4.43110 -0.19376 0.66142
C25 -5.61848 0.29566 0.12491
C26 -5.61354 0.98788 -1.09656
C27 -4.40662 1.17064 -1.78678
C28 -3.22116 0.65592 -1.26973
C29 0.09070 0.06626 -3.96848
C30 -0.85016 0.84610 -4.64915
H1 -1.81864 2.77434 -4.78928
H2 -0.58139 3.72361 -2.83798
H3 1.11610 2.35798 -1.65094
H4 4.39284 -0.79454 -3.83335
H5 5.04582 -2.59461 -5.41515
H6 3.66142 -4.66384 -5.60432
H7 1.59982 -4.90119 -4.20789
H8 0.90501 -3.08078 -2.69221
H9 3.58870 1.47979 -3.66037
H10 5.50394 2.98889 -3.22300
H11 6.51116 3.11221 -0.93717
H12 5.60610 1.66898 0.88873
H13 3.76464 0.08694 0.43527
H14 1.79347 -0.33653 0.34465
H15 2.95346 -2.79276 -0.76702
H16 3.02893 -2.16015 0.87774
H17 1.32861 -4.33569 -0.18505
H18 1.51016 -3.84595 1.50362
H19 -0.78911 -3.40921 -0.16885
H20 -0.51177 -2.71598 1.42963
H21 -0.53932 0.34953 -0.78951
H22 -2.08171 -1.20894 1.39082
H23 -4.42629 -0.76290 1.59412
H24 -6.55900 0.13198 0.65138
H25 -6.54324 1.38311 -1.50781
H26 -4.39148 1.70255 -2.74021
H27 -2.29726 0.71704 -1.84840
H28 0.29104 -0.95816 -4.29340
H29 -1.38884 0.42049 -5.49700
C31 -3.52261 0.72685 5.51562
N2 -2.50539 0.82421 4.47011
C32 -1.68045 -0.27048 4.29632
C33 -1.83406 -1.43839 5.05470
C34 -0.91713 -2.48052 4.93617
C35 0.19919 -2.35473 4.08633
C36 0.36131 -1.21370 3.31568
C37 -0.63117 -0.19881 3.32099
C38 -0.69279 0.84192 2.38539
C39 -1.31598 2.04609 2.74492
C40 -2.26297 2.02690 3.82622
C41 -2.85500 3.23298 4.23449
C42 -2.48409 4.44121 3.64620
C43 -1.53273 4.46820 2.61080
C44 -0.97676 3.28649 2.14544
H30 -4.18413 1.59078 5.48523
H31 -4.13246 -0.16853 5.34954
H32 -3.06800 0.66184 6.51467
H33 -2.66553 -1.52956 5.75465
H34 -1.05500 -3.38919 5.52084
H35 0.94041 -3.15504 4.04294
H36 1.26966 -1.05236 2.72742
H37 0.03928 0.88169 1.58320
H38 -3.58809 3.25273 5.04024
H39 -2.93505 5.36724 4.00182
H40 -1.23600 5.42298 2.17836
H41 -0.23305 3.29047 1.34428

net charge = +1
HOMO = -9.3 eV



Question: The highest net charge belongs to which entry?
Answer: C44H41N2Si